Computed, not measured: a 7-piece molecular cluster, C12H39NO11 overall in a non-equilibrium geometry, with ωB97M-V/def2-TZVPD.

Last column: natural (NBO) charge in e.
Positions of all 63 atoms, in Å:
H (-3.87, -5.43, -2.79)  0.17
H (1.05, 2.61, -2.51)  0.18
H (3.77, 4.35, 2.70)  0.18
H (-2.63, -5.07, -4.02)  0.19
H (0.78, 2.15, -4.96)  0.17
H (-0.12, 3.23, 1.11)  0.47
C (0.25, 1.57, -4.20)  -0.08
C (-2.62, -4.21, -0.86)  -0.06
H (-1.39, 0.91, 2.45)  0.18
H (-1.61, 1.92, -4.52)  0.48
O (-2.12, 2.68, 3.18)  -0.75
H (2.77, -3.17, -1.45)  0.19
H (3.77, 2.18, 3.93)  0.17
H (-3.52, -2.28, -0.80)  0.19
O (3.10, 1.14, 2.25)  -0.75
H (-2.28, -3.33, 1.65)  0.35
C (-1.42, -2.03, -0.52)  -0.64
O (2.53, 0.19, -1.70)  -0.75
H (3.97, -2.21, -2.30)  0.15
H (1.40, 0.83, 0.47)  0.49
H (-3.16, 1.94, 5.40)  0.47
H (0.00, 0.78, -0.12)  0.47
H (-3.57, -4.73, -0.69)  0.18
C (-2.05, 0.65, 4.43)  -0.08
H (-1.13, 1.00, 4.91)  0.16
H (-1.21, 3.73, -2.42)  0.48
H (-2.05, -0.44, 4.38)  0.18
O (3.24, 3.52, 0.92)  -0.73
H (-3.12, -1.96, 1.51)  0.36
H (1.14, -1.34, -1.55)  0.20
C (-2.72, -2.82, -0.29)  -0.07
H (2.06, -1.26, -3.05)  0.17
H (4.93, 3.23, 2.09)  0.16
H (0.81, 0.66, -3.97)  0.18
H (0.88, 4.34, 1.38)  0.49
O (0.47, 0.80, 0.72)  -0.96
H (-1.19, -2.06, -1.59)  0.22
C (-2.80, -5.24, -2.96)  -0.24
H (-0.56, -2.34, 0.07)  0.21
N (-3.05, -2.91, 1.14)  -0.83
O (-3.14, 0.98, 5.29)  -0.73
O (3.73, -1.86, -0.26)  -0.71
H (-1.60, -0.97, -0.31)  0.19
H (-1.90, -4.81, -0.27)  0.16
C (3.16, 2.32, 3.03)  -0.10
O (-2.33, -4.14, -2.23)  -0.54
O (-1.01, 1.19, -4.74)  -0.72
O (0.29, 3.73, 1.83)  -0.96
H (-0.39, 1.69, -2.22)  0.14
H (-3.18, 0.97, 2.65)  0.17
C (-2.22, 1.26, 3.07)  -0.11
H (2.17, 2.71, 3.29)  0.19
C (2.12, -1.15, -1.96)  -0.10
C (3.18, -2.16, -1.53)  -0.09
H (3.01, 2.63, 0.64)  0.47
H (3.30, 0.40, -2.23)  0.48
C (0.07, 2.38, -2.94)  -0.09
H (3.90, -0.91, -0.25)  0.47
H (-2.25, -6.15, -2.65)  0.16
C (3.85, 3.38, 2.20)  -0.08
H (-1.37, 2.98, 2.66)  0.49
H (2.65, 0.47, 2.77)  0.49
O (-0.77, 3.48, -3.23)  -0.72

ΔE to the lowest compared entry with this formula, charge and spin: 0.2453 eV
gap between HOMO and LUMO: 9.51 eV
SMILES: COC[C@H](C)N.OCCO.OCCO.OCCO.OCCO.O.O